Record 1
Molecular formula: C22H26ClFN2O
Method: DFT, ωB97M-V/def2-TZVPD

The charge is 0. The energy above the lowest of the compared OMol25 structures with the same formula, charge and spin is 4.4 kcal per mole. As for the SMILES: O=C(CC[C@@H]1CCCN(Cc2cccc(Cl)c2)C1)NCc1ccccc1F. The calculation puts the total energy at -1598.77362 Ha.

Positions of all 53 atoms, in Å:
O 1.636 1.612 0.103
C 2.126 0.611 -0.379
C 2.409 -0.648 0.420
C 1.574 -1.864 -0.002
C 0.050 -1.701 0.085
C -0.549 -0.892 -1.065
C -2.067 -0.888 -0.922
C -2.455 -0.337 0.445
N -1.855 -1.142 1.496
C -2.340 -0.746 2.806
C -3.790 -1.107 2.980
C -4.254 -2.339 2.532
C -5.581 -2.690 2.697
C -6.465 -1.824 3.318
C -5.998 -0.600 3.764
Cl -7.089 0.498 4.540
C -4.673 -0.233 3.597
C -0.406 -1.082 1.408
N 2.467 0.521 -1.684
C 2.308 1.626 -2.607
C 3.632 2.296 -2.871
C 4.087 3.334 -2.068
C 5.323 3.915 -2.293
C 6.128 3.466 -3.327
C 5.701 2.428 -4.136
C 4.467 1.858 -3.891
F 4.058 0.831 -4.675
H 3.468 -0.897 0.303
H 2.231 -0.421 1.470
H 1.868 -2.694 0.644
H 1.827 -2.145 -1.028
H -0.383 -2.707 0.035
H -0.259 -1.324 -2.026
H -0.187 0.135 -1.027
H -2.448 -1.907 -1.014
H -2.523 -0.278 -1.703
H -3.540 -0.369 0.567
H -2.130 0.717 0.520
H -1.757 -1.293 3.556
H -2.196 0.333 2.992
H -3.561 -3.005 2.043
H -5.935 -3.647 2.344
H -7.501 -2.091 3.454
H -4.333 0.729 3.949
H 0.013 -1.651 2.243
H -0.047 -0.041 1.474
H 2.937 -0.302 -2.025
H 1.622 2.331 -2.134
H 1.874 1.253 -3.540
H 3.459 3.676 -1.260
H 5.659 4.721 -1.659
H 7.090 3.921 -3.505
H 6.308 2.054 -4.946

Atom charges from the natural (NBO) analysis, given in e for atoms 1 to 4: O -0.640; C 0.689; C -0.503; C -0.379

***

Record 2
Molecular formula: C22H26F16N2O4
Method: DFT, ωB97M-V/def2-TZVPD

The charge is 0. The energy above the lowest of the compared OMol25 structures with the same formula, charge and spin is 31.7 kcal per mole. As for the SMILES: CCCOC[C@@H](C#N)[C@@](C)(C#N)C[C@@H]1CO1.FC(F)C(F)(F)COC(F)(F)C(F)F.FC(F)C(F)(F)COC(F)(F)C(F)F. The calculation puts the total energy at -2862.11015 Ha.

Positions of all 70 atoms, in Å:
C 4.092 -0.609 1.295
C 2.549 -0.819 0.932
C 2.328 -1.544 -0.469
O 1.660 -2.779 -0.177
C 0.568 -3.032 -1.038
C -0.626 -2.043 -0.895
C -1.510 -2.257 -2.111
N -2.211 -2.466 -2.966
C -1.475 -2.200 0.401
C -1.803 -3.707 0.739
C -0.781 -1.647 1.634
N -0.288 -1.193 2.542
C -2.843 -1.454 0.334
C -2.546 0.095 0.008
C -3.751 1.045 0.300
O -3.279 0.645 -1.085
H 4.189 0.379 1.779
H 4.756 -0.721 0.411
H 4.377 -1.421 1.990
H 1.979 0.122 1.009
H 2.169 -1.496 1.716
H 1.810 -0.902 -1.205
H 3.346 -1.745 -0.898
H 0.914 -2.999 -2.098
H 0.262 -4.081 -0.865
H -0.298 -0.988 -0.942
H -0.918 -4.162 1.211
H -2.132 -4.223 -0.181
H -2.658 -3.721 1.438
H -3.495 -1.803 -0.481
H -3.349 -1.405 1.311
H -1.526 0.485 0.228
H -4.718 0.534 0.289
H -3.577 2.115 0.422
F -5.700 3.043 3.690
C -5.634 4.385 3.810
F -5.958 4.905 2.600
C -4.240 4.857 4.219
F -3.332 4.547 3.266
F -4.277 6.218 4.281
C -3.728 4.364 5.585
O -2.846 3.249 5.575
C -3.398 1.973 5.568
F -4.730 2.034 5.759
F -2.889 1.331 6.641
C -3.024 1.198 4.306
F -3.471 1.829 3.198
F -3.590 -0.033 4.321
H -6.388 4.714 4.531
H -3.120 5.177 5.984
H -4.535 4.237 6.308
H -1.941 1.084 4.225
F 2.881 -1.442 -4.546
C 2.801 -1.236 -5.878
F 2.380 -2.399 -6.432
C 4.149 -0.836 -6.479
F 5.052 -1.831 -6.332
F 3.964 -0.684 -7.821
C 4.760 0.480 -5.963
O 5.760 0.371 -4.956
C 5.352 0.295 -3.632
F 4.028 0.525 -3.532
F 5.965 1.309 -2.983
C 5.764 -1.026 -2.983
F 5.219 -2.079 -3.624
F 5.332 -1.071 -1.699
H 2.042 -0.474 -6.075
H 5.288 0.915 -6.812
H 3.998 1.215 -5.702
H 6.850 -1.146 -2.995

Atom charges from the natural (NBO) analysis, given in e for atoms 1 to 4: C -0.620; C -0.430; C -0.086; O -0.535

***

Record 3
Molecular formula: C22H26MoN3O4
Method: DFT, ωB97M-V/def2-TZVPD

The charge is +3. The calculation puts the total energy at -1386.34253 Ha.

Positions of all 56 atoms, in Å:
Mo -0.249 -0.024 -0.205
C 1.681 -0.551 2.183
N 1.684 -0.747 0.688
C 1.957 -2.224 0.534
C 2.123 -2.742 -0.873
C 0.930 -2.499 -1.794
N -0.280 -1.946 -1.126
C -1.396 -2.594 -1.335
C -2.734 -2.133 -1.160
C -3.810 -3.015 -1.361
C -5.103 -2.529 -1.385
C -5.336 -1.161 -1.256
C -4.292 -0.250 -1.086
C -3.021 -0.765 -1.020
O -1.939 0.066 -0.883
C 2.864 0.045 0.146
C 2.704 1.552 -0.114
C 1.637 2.371 0.609
N 0.321 1.678 0.845
C -0.405 2.203 1.804
C -1.484 1.614 2.512
C -2.162 2.336 3.511
C -3.088 1.691 4.307
C -3.326 0.326 4.141
C -2.665 -0.428 3.168
C -1.775 0.244 2.367
O -1.074 -0.391 1.383
H 2.595 -0.998 2.575
H 0.825 -1.053 2.624
H 1.678 0.502 2.432
H 1.140 -2.734 1.050
H 2.870 -2.431 1.096
H 2.280 -3.816 -0.759
H 3.034 -2.370 -1.338
H 0.639 -3.431 -2.278
H 1.174 -1.799 -2.596
H -1.294 -3.596 -1.753
H -3.618 -4.072 -1.500
H -5.934 -3.206 -1.531
H -6.350 -0.786 -1.300
H -4.471 0.813 -1.012
H 3.156 -0.421 -0.791
H 3.665 -0.143 0.864
H 2.606 1.710 -1.176
H 3.657 2.016 0.150
H 1.446 3.280 0.034
H 1.990 2.665 1.599
H -0.090 3.193 2.139
H -1.951 3.389 3.653
H -3.619 2.239 5.072
H -4.043 -0.170 4.783
H -2.845 -1.486 3.047
O 0.891 2.750 -2.799
C 0.467 1.667 -2.865
O 0.434 0.827 -1.657
H 0.089 1.095 -3.719

Atom charges from the natural (NBO) analysis, given in e for atoms 1 to 4: Mo 1.990; C -0.416; N -0.422; C -0.223